10
Properties=species:S:1:pos:R:3:forces:R:3 method="wB97M-V/def2-TZVPD" smiles="NCC(=O)O" orbital_gap_ev=10.796 e_above_lowest_kcal_mol=11.6
O -1.5574 -1.1313 0.1404 0.52 1.09 -0.43
C -0.3800 -0.8306 0.0339 -2.21 -1.68 0.98
O 0.5085 -1.6488 0.5963 1.96 0.68 -0.10
C 0.1860 0.3442 -0.6645 1.42 0.87 -1.17
N 0.1637 1.6459 0.0250 -0.76 -0.79 0.46
H 0.0680 -2.2952 1.1429 -0.62 -0.41 0.11
H 1.2454 0.1753 -0.8795 -0.13 -0.33 0.06
H -0.2766 0.4133 -1.6529 -0.31 0.14 0.27
H 0.8022 1.5756 0.8124 0.02 0.16 -0.04
H -0.7599 1.7516 0.4459 0.11 0.26 -0.15